(1)
ORCA calculation (wB97M-V/def2-TZVPD) on a molecular structure, C39H57AsN4OOsS2Si2 in a non-equilibrium geometry.

Kohn-Sham gap (spin up / spin down) (Ha): 0.3114 / 0.2416
Electronic energy (eV): -150096.673
Net charge: +2
<S²>: 6.017
Spin multiplicity: 5

Structure (XYZ):
```
107
C39H57AsN4OOsS2Si2 (wB97M-V/def2-TZVPD)
Os -0.293 0.319 -0.212
C 1.072 -0.108 3.092
Si -0.585 0.079 2.258
C -1.490 1.510 3.035
C -1.579 -1.482 2.513
C -1.892 -1.896 3.814
C -2.657 -3.028 4.037
C -3.124 -3.770 2.958
C -2.817 -3.378 1.667
C -2.045 -2.235 1.427
Si -1.670 -1.725 -0.331
C -0.687 -3.111 -1.144
C -3.291 -1.498 -1.221
H 0.899 -0.453 4.115
H 1.622 0.834 3.134
H 1.699 -0.847 2.592
H -1.621 1.307 4.102
H -2.483 1.648 2.601
H -0.933 2.444 2.938
H -1.538 -1.327 4.668
H -2.896 -3.332 5.048
H -3.730 -4.651 3.128
H -3.189 -3.972 0.836
H -0.959 -4.040 -0.640
H 0.396 -2.997 -1.030
H -0.926 -3.231 -2.204
H -3.741 -2.480 -1.391
H -3.191 -1.002 -2.189
H -3.985 -0.921 -0.606
C -5.995 5.655 -2.718
C -5.718 4.823 -1.471
C -4.394 4.072 -1.563
C -4.140 3.229 -0.315
N -2.769 2.724 -0.216
C -1.708 3.451 0.121
S -0.109 2.765 0.125
N -1.878 4.713 0.479
C -0.852 5.670 0.910
C -1.330 6.496 2.095
C -1.500 5.715 3.403
C -2.826 4.967 3.536
H -6.923 6.215 -2.613
H -6.088 5.020 -3.601
H -5.192 6.371 -2.899
H -6.532 4.108 -1.320
H -5.705 5.476 -0.592
H -3.577 4.785 -1.714
H -4.402 3.417 -2.438
H -4.793 2.358 -0.312
H -4.378 3.793 0.593
H -2.589 1.782 -0.529
H -2.817 5.084 0.432
H -0.617 6.323 0.067
H 0.047 5.114 1.166
H -2.273 6.992 1.835
H -0.596 7.291 2.236
H -1.425 6.422 4.231
H -0.664 5.017 3.515
H -3.668 5.650 3.398
H -2.923 4.528 4.529
H -2.920 4.155 2.813
C 0.568 -0.391 -6.190
N 0.027 0.390 -5.085
C -0.023 -0.022 -3.827
N 0.481 -1.217 -3.524
S -0.720 1.030 -2.654
H 0.477 0.192 -7.101
H 0.011 -1.320 -6.323
H 1.624 -0.616 -6.028
H -0.366 1.298 -5.274
H 0.807 -1.850 -4.236
H 0.415 -1.559 -2.579
O 1.666 -0.103 -0.368
As 3.353 0.043 -0.233
C 3.991 1.042 -1.716
C 4.898 2.081 -1.546
C 5.351 2.777 -2.660
C 4.898 2.434 -3.924
C 3.992 1.392 -4.089
C 3.535 0.691 -2.986
C 4.025 -1.728 -0.308
C 5.101 -2.040 -1.133
C 5.558 -3.350 -1.180
C 4.943 -4.329 -0.413
C 3.868 -4.011 0.410
C 3.401 -2.708 0.463
C 3.883 0.905 1.362
C 4.734 0.254 2.247
C 5.158 0.921 3.389
C 4.738 2.221 3.630
C 3.886 2.867 2.739
C 3.456 2.212 1.598
H 5.255 2.346 -0.559
H 6.059 3.585 -2.537
H 5.251 2.981 -4.788
H 3.652 1.126 -5.082
H 2.830 -0.123 -3.102
H 5.580 -1.274 -1.730
H 6.395 -3.606 -1.816
H 5.301 -5.349 -0.456
H 3.396 -4.777 1.011
H 2.554 -2.455 1.091
H 5.066 -0.758 2.053
H 5.822 0.427 4.085
H 5.078 2.739 4.517
H 3.562 3.880 2.936
H 2.791 2.709 0.900
```



(2)
ORCA calculation (wB97M-V/def2-TZVPD) on a molecular structure, C39H57Br3FGeSeSi2Sn in a non-equilibrium geometry.

Kohn-Sham gap (spin up / spin down) (Ha): 0.2592 / 0.2300
Electronic energy (eV): -397664.380
<S²>: 0.754
Spin multiplicity: 2

Structure (XYZ):
```
105
C39H57Br3FGeSeSi2Sn (wB97M-V/def2-TZVPD)
Sn -0.631 -0.676 1.691
Br 1.353 -3.369 0.224
C 3.208 -3.626 0.670
Br 3.873 -2.301 1.903
H 3.785 -3.562 -0.242
H 3.302 -4.594 1.141
C -3.818 -3.927 -0.297
Ge -2.032 -3.275 -0.836
C -2.360 -2.229 -2.471
C -1.460 -1.273 -2.940
C -1.670 -0.632 -4.153
C -2.793 -0.934 -4.912
C -3.700 -1.879 -4.454
C -3.485 -2.523 -3.241
C -1.017 -4.819 -1.554
C -0.262 -4.617 -2.683
C 0.456 -5.670 -3.291
C 0.402 -6.927 -2.767
C -0.342 -7.184 -1.589
C -0.409 -8.486 -1.030
C -1.091 -8.718 0.127
C -1.723 -7.648 0.799
C -1.681 -6.387 0.277
C -1.019 -6.115 -0.949
H -4.039 -4.847 -0.840
H -4.552 -3.162 -0.545
H -3.883 -4.130 0.771
H -0.585 -1.022 -2.347
H -0.954 0.100 -4.509
H -2.961 -0.434 -5.858
H -4.575 -2.123 -5.044
H -4.199 -3.263 -2.900
H -0.224 -3.634 -3.138
H 1.040 -5.471 -4.181
H 0.938 -7.746 -3.234
H 0.091 -9.297 -1.547
H -1.143 -9.718 0.539
H -2.247 -7.835 1.728
H -2.154 -5.572 0.808
C -2.473 3.384 1.320
Si -2.730 2.671 3.041
C -2.528 4.022 4.323
C -4.429 1.911 3.213
Se -1.116 1.146 3.566
H -2.014 4.375 1.366
H -3.430 3.474 0.798
H -1.835 2.737 0.720
H -3.182 4.872 4.106
H -1.496 4.376 4.360
H -2.784 3.638 5.313
H -5.162 2.687 3.456
H -4.438 1.170 4.014
H -4.744 1.419 2.293
C 0.897 3.691 -1.379
C 2.416 3.609 -1.132
C 2.992 5.039 -1.143
C 3.006 2.823 -2.312
Si 2.865 2.782 0.533
Br 1.230 0.810 0.313
C 2.332 3.684 2.108
C 3.358 4.796 2.406
C 0.948 4.319 1.928
C 2.246 2.753 3.328
C 4.561 1.912 0.582
C 4.883 1.390 1.989
C 4.630 0.705 -0.376
C 5.650 2.927 0.183
H 0.728 4.254 -2.303
H 0.357 4.190 -0.579
H 0.471 2.698 -1.503
H 2.831 5.479 -2.131
H 4.066 5.060 -0.939
H 2.497 5.679 -0.411
H 2.652 3.271 -3.246
H 2.677 1.782 -2.293
H 4.095 2.850 -2.328
H 3.431 5.527 1.598
H 4.357 4.396 2.590
H 3.040 5.325 3.309
H 0.933 5.069 1.137
H 0.666 4.817 2.862
H 0.192 3.558 1.725
H 3.214 2.370 3.637
H 1.577 1.912 3.144
H 1.826 3.315 4.168
H 4.123 0.690 2.343
H 4.989 2.197 2.712
H 5.837 0.854 1.954
H 3.787 0.032 -0.227
H 5.547 0.146 -0.172
H 4.643 1.008 -1.420
H 5.673 3.793 0.849
H 5.521 3.291 -0.837
H 6.625 2.433 0.239
F -6.164 0.366 -1.206
C -4.949 0.180 -0.645
C -4.850 -0.614 0.479
C -3.593 -0.786 1.051
C -2.450 -0.180 0.524
C -2.610 0.606 -0.615
C -3.851 0.796 -1.209
H -5.736 -1.078 0.893
H -3.522 -1.390 1.955
H -1.750 1.099 -1.060
H -3.972 1.410 -2.092
```



Question: The highest <S²> belongs to which entry?
Answer: C39H57AsN4OOsS2Si2